Record 1
This record from the OMol25 dataset describes the molecule C2H3NOS3 at a distorted geometry. The level of theory is wB97M-V/def2-TZVPD.

Its gap between HOMO and LUMO is 7.55 eV. As for the net charge: 0. Its HOMO energy is -9.09 eV. As for the total energy: -38163.877 eV. The energy relative to the best compared isomer or geometry (same formula, charge and spin) comes out at 147.4 kJ/mol.

XYZ file:
```
10
C2H3NOS3 wB97M-V/def2-TZVPD
C 0.295 0.340 -0.066
C -0.795 -0.237 0.767
H 2.013 0.731 -1.580
H 0.366 -1.452 -1.151
H -2.388 0.152 2.435
N 0.701 -0.464 -1.028
O 1.704 -0.137 -1.918
S 0.896 1.860 0.060
S -1.403 0.911 1.931
S -1.389 -1.703 0.549
```

Record 2
This record from the OMol25 dataset describes the molecule C2H3NP2 at a distorted geometry. The level of theory is wB97M-V/def2-TZVPD.

Its gap between HOMO and LUMO is 7.10 eV. As for the net charge: 0. Its HOMO energy is -7.90 eV. As for the total energy: -22186.285 eV. The energy relative to the best compared isomer or geometry (same formula, charge and spin) comes out at 248.7 kJ/mol.

XYZ file:
```
8
C2H3NP2 wB97M-V/def2-TZVPD
C 1.153 -1.419 0.695
C -0.232 -0.466 -1.036
N 0.355 -1.027 -0.071
P -0.672 1.256 -0.995
P -0.745 1.653 0.971
H 1.105 -1.772 1.787
H -0.297 -1.144 -1.913
H -0.667 2.920 0.563
```

Record 3
This record from the OMol25 dataset describes the molecule C2H3NP2 at a distorted geometry. The level of theory is wB97M-V/def2-TZVPD.

Its gap between HOMO and LUMO is 8.50 eV. As for the net charge: 0. Its HOMO energy is -9.71 eV. As for the total energy: -22188.263 eV. The energy relative to the best compared isomer or geometry (same formula, charge and spin) comes out at 57.9 kJ/mol.

XYZ file:
```
8
C2H3NP2 wB97M-V/def2-TZVPD
C 0.018 -0.877 -0.984
C 0.578 0.439 -0.805
N -0.527 -1.811 -1.373
P -1.109 -0.164 1.507
P 0.703 0.630 1.041
H 1.495 0.565 -1.337
H -0.266 1.075 -0.942
H -0.893 0.142 2.893
```

Record 4
This record from the OMol25 dataset describes the molecule C2H3NS at a distorted geometry. The level of theory is wB97M-V/def2-TZVPD.

The expectation value of S² is 2.06. Its gap between HOMO and LUMO (alpha / beta) is 6.24 / 7.50 eV. As for the net charge: 0. As for the spin multiplicity: 3. Its HOMO energy (alpha / beta) is -5.40 / -9.74 eV. As for the total energy: -14441.460 eV. The energy relative to the best compared isomer or geometry (same formula, charge and spin) comes out at 341.6 kJ/mol.

XYZ file:
```
7
C2H3NS wB97M-V/def2-TZVPD
C -2.404 0.285 0.207
C -1.456 -0.596 0.110
N 1.057 -0.309 -0.399
S -0.104 -1.522 0.115
H -3.312 0.905 -0.025
H 0.824 0.789 -0.208
H 1.828 -0.398 0.274
```

Record 5
This record from the OMol25 dataset describes a cluster of 2 separate species, C2H3NS2 in total at a distorted geometry. The level of theory is wB97M-V/def2-TZVPD.

Its gap between HOMO and LUMO (alpha / beta) is 7.11 / 6.92 eV. As for the net charge: 0. Its HOMO energy (alpha / beta) is -7.51 / -7.33 eV. As for the total energy: -25279.361 eV. The energy relative to the best compared isomer or geometry (same formula, charge and spin) comes out at 309.6 kJ/mol.

XYZ file:
```
8
C2H3NS2 wB97M-V/def2-TZVPD
C -0.197 0.749 1.254
C -0.961 0.332 -1.066
N 0.018 -0.465 -1.269
S 1.054 -0.023 1.815
S -2.261 1.217 -1.535
H -0.856 1.243 2.017
H 0.620 -0.763 -0.509
H 0.202 -1.006 -2.107
```

Record 6
This record from the OMol25 dataset describes the molecule C2H3NS2 at a distorted geometry. The level of theory is wB97M-V/def2-TZVPD.

Its gap between HOMO and LUMO is 8.64 eV. As for the net charge: 0. Its HOMO energy is -8.01 eV. As for the total energy: -25282.433 eV. The energy relative to the best compared isomer or geometry (same formula, charge and spin) comes out at 13.2 kJ/mol.

XYZ file:
```
8
C2H3NS2 wB97M-V/def2-TZVPD
C 0.116 0.625 0.627
C -0.399 -0.712 0.164
N 0.732 1.401 -0.154
S 0.041 -0.922 -1.599
S 0.993 0.983 -1.693
H -0.049 0.919 1.651
H 0.053 -1.525 0.738
H -1.486 -0.769 0.265
```